22
Properties=species:S:1:pos:R:3:forces:R:3:lowdin_charge:R:1 method="wB97M-V/def2-TZVPD" homo_energy_ev="-7.8770 / -7.8773" largest_force_ev_per_a=2.09 relative_energy_kj_mol=186.41
C 2.12090 1.78261 0.41061 0.06 -0.04 0.04 -0.07
C 1.28755 1.88550 -0.70921 0.12 -0.05 0.13 -0.17
C 2.08601 0.44697 0.73469 -0.05 0.11 0.04 -0.08
C -0.39380 -1.87244 -0.75817 0.05 0.13 0.42 -0.20
C 1.01883 -1.56851 -0.25987 -0.23 -0.62 -0.40 -0.14
C -1.47603 -1.67062 0.31338 0.04 -0.45 -0.52 -0.36
C -2.40621 2.12378 0.41986 -0.10 -0.98 -1.15 -0.35
N 0.79172 0.70804 -1.04190 -0.36 -0.08 -0.62 0.05
N 1.27391 -0.15599 -0.15556 0.41 0.45 0.42 -0.17
N -1.69665 -0.30496 0.69397 -0.27 0.93 -0.25 -0.39
S -2.26560 0.69644 -0.36643 0.25 0.70 1.95 0.94
H 2.66651 2.56509 0.89684 0.09 0.11 0.15 0.09
H 1.02295 2.76183 -1.26851 -0.06 0.12 -0.14 0.10
H -0.60279 -1.21971 -1.60846 0.01 -0.18 -0.07 0.08
H -0.42192 -2.90829 -1.09419 0.03 -0.07 -0.06 0.11
H 1.17912 -2.01395 0.72691 0.01 0.09 -0.10 0.12
H 1.74567 -2.01183 -0.95339 -0.06 0.08 0.12 0.12
H -2.40262 -2.13774 -0.04732 0.04 -0.12 0.06 0.10
H -1.18085 -2.18960 1.23375 -0.09 -0.06 -0.18 0.10
H -2.81686 2.94704 -0.12917 -0.08 0.17 -0.24 -0.01
H 2.55594 -0.10336 1.52580 0.09 -0.12 0.12 0.12
H -2.08580 2.23969 1.43639 0.11 -0.12 0.26 0.01

***

15
Properties=species:S:1:pos:R:3:forces:R:3:lowdin_charge:R:1 method="wB97M-V/def2-TZVPD" homo_energy_ev=-8.0817 largest_force_ev_per_a=0.41 relative_energy_kj_mol=432.20
C -1.35202 2.01798 -1.44094 0.00 0.00 -0.01 -0.05
C -0.24631 -0.23727 0.65858 0.17 -0.12 -0.03 -0.10
C 1.16276 0.04499 0.90077 0.11 0.23 0.04 -0.17
C 0.85590 -1.46788 1.29432 0.16 -0.27 0.27 -0.17
C -0.10833 -1.54418 0.02855 -0.18 -0.12 -0.15 -0.17
H -2.20790 1.72821 -2.05628 0.13 0.05 0.09 0.02
H -1.42486 3.07970 -1.19138 0.01 -0.15 -0.05 0.02
H -0.42782 1.83718 -1.99740 -0.14 0.03 0.08 0.02
H -1.34942 1.42873 -0.51831 -0.04 0.14 -0.17 -0.02
H 1.90885 -0.00710 0.09632 -0.14 -0.01 0.08 0.11
H 1.41682 0.77654 1.66808 -0.05 -0.12 -0.12 0.09
H 0.45005 -1.68232 2.27728 0.05 0.05 -0.17 0.11
H 1.74195 -2.06243 1.08484 -0.13 0.11 0.00 0.12
H -0.97206 -2.20902 0.02995 0.14 0.11 0.00 0.09
H 0.55238 -1.70314 -0.83439 -0.07 0.07 0.13 0.11

***

21
Properties=species:S:1:pos:R:3:forces:R:3:lowdin_charge:R:1 method="wB97M-V/def2-TZVPD" homo_energy_ev="-5.8143 / -5.9199" largest_force_ev_per_a=1.21 relative_energy_kj_mol=387.12
C -1.04347 -1.40772 0.36353 -0.12 -0.13 0.23 -0.26
C 0.58498 0.30314 1.01426 0.82 0.54 0.70 -0.48
C -0.55086 0.90209 -2.03371 0.07 -0.21 0.56 -0.18
C 2.03216 0.43842 1.38722 -0.39 -0.15 -0.07 -0.07
N 0.18070 -0.92079 0.57045 -0.51 -0.04 -0.63 0.02
N -1.26928 -2.31091 -0.70863 0.18 0.25 -0.01 0.03
N -0.29873 1.13206 1.74404 -0.13 -0.35 -0.45 0.05
O -0.19807 2.16841 -2.54417 0.35 0.46 0.05 -0.12
H 0.46501 2.55566 -1.95533 -0.22 -0.13 -0.21 0.08
H 0.91081 -1.44217 0.10203 0.12 0.08 0.04 0.15
H -1.90258 -0.86218 0.71370 0.05 0.09 0.06 0.09
H -0.75984 0.96868 -0.93756 -0.17 -0.20 -0.89 0.06
H -0.49279 -2.94574 -0.86735 -0.39 -0.13 0.06 0.07
H -2.15336 -2.79130 -0.60662 0.31 -0.21 -0.01 0.07
H -1.23064 1.12186 1.34531 -0.04 0.15 0.16 0.06
H -0.35611 0.91490 2.73941 -0.09 -0.09 -0.04 0.08
H 0.26670 0.17346 -2.15296 -0.17 0.09 0.00 0.07
H -1.40481 0.55634 -2.62472 0.05 0.01 0.37 0.08
H 2.66880 -0.06878 0.66326 0.15 -0.03 -0.03 0.07
H 2.25455 0.02194 2.37797 0.08 -0.03 0.14 0.07
H 2.29687 1.49261 1.40990 0.05 0.03 -0.05 0.07